Formula: C3H11N5
Source: OMol25
Level of theory: wB97M-V/def2-TZVPD

```
19
Properties=species:S:1:pos:R:3:forces:R:3
C 1.68319 -0.86831 -0.35603 -0.9 -0.5 2.2
C -0.23743 -0.63410 2.09876 0.2 -0.1 0.1
N -0.12821 0.63434 -1.22585 0.0 0.2 0.6
C -0.46923 0.60419 0.05121 0.0 1.0 -1.6
N -0.73378 1.68590 -1.97235 -0.8 0.1 0.1
N -1.47668 1.41836 0.55267 0.2 -0.2 0.0
N 1.23290 -1.91238 -1.11145 -0.2 0.1 0.0
N 0.30876 -0.11399 0.86709 1.2 -0.4 -1.5
H -0.34207 2.59308 -1.71533 0.1 -0.2 -0.1
H -0.52600 1.51273 -2.94884 0.0 0.1 0.2
H -2.14337 1.71932 -0.14418 0.0 -0.1 0.0
H -1.85038 1.18074 1.45568 0.0 0.0 -0.1
H 0.75148 -2.63623 -0.59524 0.2 0.0 -0.1
H 0.71042 -1.62468 -1.92839 0.0 0.1 0.2
H 2.22500 -1.14262 0.53711 0.3 -0.3 -0.2
H 2.13498 -0.06792 -0.92163 -0.5 0.3 0.3
H 0.33568 -1.50818 2.41913 0.0 0.1 0.0
H -1.28923 -0.94967 2.02936 0.1 -0.1 -0.2
H -0.18601 0.10942 2.90828 0.1 -0.1 -0.1
```
Forces are in eV/Å.

Values from the calculation:
Frontier orbital gap   7.77 eV
LUMO energy   0.904 eV
Energy relative to the best compared isomer or geometry (same formula, charge and spin)   58.6 kcal/mol
HOMO   -6.87 eV
Energy   -10737.4011 eV
Total charge   0